A) Below is C2H5O2P in the gas phase, with properties calculated with the ωB97M-V functional and the def2-TZVPD basis.

ORCA input file:
```
! RIJCOSX wB97M-V def2-TZVPD def2/J DEFGRID3
* xyz 0 1
C 1.755 1.001 -0.022
C -1.109 -1.249 -0.105
O -1.195 1.310 0.959
O 0.815 0.500 -0.663
P -1.007 0.694 -0.371
H 1.694 1.486 0.988
H 2.737 1.120 -0.527
H -0.751 -1.623 -1.075
H -2.255 -1.566 0.083
H -0.685 -1.672 0.733
*
```

frontier orbital gap (spin up / spin down) = 6.93 / 6.92 eV

***

B) Below is C2H5O2P in the gas phase, with properties calculated with the ωB97M-V functional and the def2-TZVPD basis.

ORCA input file:
```
! RIJCOSX wB97M-V def2-TZVPD def2/J DEFGRID3
* xyz 0 1
C 1.493 -0.572 -1.113
O 0.776 -0.902 0.080
P 0.010 0.251 1.044
C -1.843 1.089 0.797
O -2.251 1.563 1.828
H 0.938 -0.444 -2.111
H 2.274 -1.506 -1.190
H 2.054 0.423 -0.823
H -0.849 -0.866 1.466
H -2.601 0.965 0.021
*
```

frontier orbital gap = 9.22 eV
SMILES = COPC=O

***

Which structure is the least stable? The one labeled B).

***

A) Below is a molecular structure, C13H10N3O4OsS4, with properties calculated with the ωB97M-V functional and the def2-TZVPD basis.

ORCA input file:
```
! RIJCOSX wB97M-V def2-TZVPD def2/J DEFGRID3
* xyz 1 5
Os 0.627 -1.389 0.392
S 2.481 -0.913 -0.866
C 3.276 -2.232 0.007
S 2.041 -2.947 1.038
C 4.554 -2.663 -0.148
C 5.365 -2.138 -1.201
N 6.034 -1.710 -2.010
C 5.054 -3.646 0.718
N 5.606 -4.360 1.483
O 0.527 0.735 1.699
C 0.153 1.234 0.624
N -0.188 0.353 -0.360
S -0.884 1.103 -1.664
O -0.172 0.862 -2.878
O -2.244 0.634 -1.582
C -0.596 2.757 -1.063
C -0.797 3.971 -1.700
C -0.548 5.113 -0.906
C -0.107 5.028 0.433
C 0.142 3.827 1.010
C -0.094 2.638 0.262
H -1.107 3.982 -2.721
H -0.731 6.059 -1.375
H 0.084 5.937 0.945
H 0.557 3.810 2.029
C -3.453 -2.925 2.050
S -2.489 -1.800 1.033
C -2.754 -2.417 -0.618
O -1.003 -2.153 1.352
H -4.458 -2.712 1.730
H -3.334 -2.499 3.024
H -3.191 -3.960 2.023
H -3.821 -2.243 -0.709
H -2.328 -3.454 -0.705
H -2.202 -1.884 -1.344
*
```

frontier orbital gap (spin up / spin down) = 8.56 / 6.46 eV
expectation value of S² = 6.040

***

B) Below is a molecular structure, C13H10N3O4OsS4, with properties calculated with the ωB97M-V functional and the def2-TZVPD basis.

ORCA input file:
```
! RIJCOSX wB97M-V def2-TZVPD def2/J DEFGRID3
* xyz 1 5
Os 0.513 -1.647 -0.398
S 2.670 -1.112 0.147
C 2.677 -2.452 1.273
S 1.212 -3.321 1.046
C 3.685 -2.728 2.126
C 4.775 -1.809 2.128
N 5.566 -0.983 2.052
C 3.669 -3.911 2.942
N 3.611 -4.884 3.553
O -0.613 0.382 0.919
C -0.220 0.944 -0.111
N 0.204 0.217 -1.173
S 0.920 1.162 -2.409
O 2.302 0.799 -2.409
O 0.115 1.079 -3.585
C 0.598 2.665 -1.500
C 0.905 3.955 -1.861
C 0.603 4.971 -0.933
C -0.071 4.682 0.261
C -0.384 3.367 0.577
C -0.040 2.393 -0.307
H 1.369 4.192 -2.808
H 0.961 5.972 -1.190
H -0.345 5.444 0.978
H -0.820 3.128 1.555
C -3.529 -3.616 0.292
S -2.574 -2.102 0.462
C -3.645 -0.868 -0.348
O -1.457 -2.337 -0.595
H -4.423 -3.531 0.901
H -2.910 -4.469 0.622
H -3.817 -3.715 -0.752
H -4.433 -0.606 0.337
H -4.042 -1.295 -1.274
H -3.032 0.032 -0.520
*
```

frontier orbital gap (spin up / spin down) = 8.93 / 6.42 eV
expectation value of S² = 6.048

***

Which structure is the least stable? The one labeled A).

***

A) Below is a molecular structure, C4H6N3, with properties calculated with the ωB97M-V functional and the def2-TZVPD basis.

ORCA input file:
```
! RIJCOSX wB97M-V def2-TZVPD def2/J DEFGRID3
* xyz 1 1
C -1.991 0.458 -0.139
C -0.482 -0.806 0.129
C -0.095 0.640 0.484
C 1.009 1.165 -0.424
N -1.984 -0.781 -0.388
N -1.352 1.409 0.271
N 0.142 -1.930 0.144
H 0.170 0.754 1.546
H 0.720 1.070 -1.469
H 1.928 0.611 -0.248
H 1.188 2.215 -0.202
H 1.097 -2.043 0.477
H -0.350 -2.762 -0.180
*
```

frontier orbital gap = 8.67 eV

***

B) Below is a molecular structure, C4H6N3, with properties calculated with the ωB97M-V functional and the def2-TZVPD basis.

ORCA input file:
```
! RIJCOSX wB97M-V def2-TZVPD def2/J DEFGRID3
* xyz 1 1
C -1.056 1.141 3.151
C -2.061 0.498 2.473
C -0.261 0.480 1.065
C 0.302 -0.163 -1.136
N -0.049 0.983 2.325
N -2.081 0.098 1.316
N 0.533 -0.212 0.317
H 1.212 -0.099 -1.756
H -0.526 0.540 -1.236
H -0.064 -1.177 -1.513
H 0.966 1.183 2.584
H -2.786 0.049 0.489
H 1.388 -0.732 0.803
*
```

frontier orbital gap = 7.02 eV

***

Which structure is the least stable? The one labeled B).

***

A) Below is a gas-phase ion, CH3N2O (charge +1), with properties calculated with the ωB97M-V functional and the def2-TZVPD basis.

ORCA input file:
```
! RIJCOSX wB97M-V def2-TZVPD def2/J DEFGRID3
* xyz 1 1
O 1.988 -0.191 -0.082
N 0.848 -0.041 -0.139
C -0.568 -0.510 -0.086
N -0.046 0.874 -0.165
H -0.797 -0.943 1.025
H -1.115 -0.942 -0.963
H -0.310 1.753 0.409
*
```

frontier orbital gap = 11.14 eV
SMILES = O=[N+]1CN1

***

B) Below is a gas-phase ion, CH3N2O (charge +1), with properties calculated with the ωB97M-V functional and the def2-TZVPD basis.

ORCA input file:
```
! RIJCOSX wB97M-V def2-TZVPD def2/J DEFGRID3
* xyz 1 1
N -0.660 0.576 0.668
C 0.001 -0.036 -0.195
N 1.207 -0.441 -0.578
O -0.005 -0.460 -1.413
H -0.323 1.073 1.481
H -1.651 0.706 0.596
H 1.432 -1.417 -0.559
*
```

frontier orbital gap = 12.18 eV
SMILES = [NH2+]=C1NO1

***

Which structure is the least stable? The one labeled A).

***

A) Below is 25 unconnected molecules or ions with the total composition C6H64NO26, with properties calculated with the ωB97M-V functional and the def2-TZVPD basis.

ORCA input file:
```
! RIJCOSX wB97M-V def2-TZVPD def2/J DEFGRID3
* xyz 1 1
C 9.923 44.935 42.555
O 11.107 45.439 42.695
C 12.249 44.579 42.297
C 13.505 45.483 42.384
N 14.678 44.568 42.178
H 14.680 43.972 42.875
H 14.558 43.982 41.389
C 15.910 45.323 41.897
C 17.083 44.305 41.584
O 18.264 45.087 41.153
C 19.439 44.380 41.116
H 9.932 44.097 43.316
H 9.800 44.505 41.599
H 9.239 45.630 42.877
H 11.966 44.333 41.191
H 12.320 43.751 42.984
H 13.870 46.147 43.241
H 13.352 46.416 41.644
H 16.252 45.830 42.746
H 15.725 45.963 41.026
H 16.738 43.655 40.769
H 17.337 43.578 42.298
H 20.386 44.982 41.686
H 19.471 43.734 40.148
H 19.469 43.685 41.943
O 16.412 46.389 38.432
H 16.214 47.035 37.814
H 17.442 46.181 38.309
O 13.807 45.699 38.861
H 13.372 46.095 38.229
H 14.687 45.991 38.822
O 21.812 45.667 38.941
H 20.808 45.754 38.960
H 21.812 44.909 39.465
O 11.453 41.725 39.105
H 12.191 42.040 39.407
H 10.979 42.512 39.307
O 18.489 47.582 40.348
H 18.208 46.634 40.204
H 17.782 48.108 40.150
O 8.437 41.937 42.337
H 8.205 42.759 42.715
H 7.792 41.635 41.593
O 6.928 47.262 42.439
H 7.903 47.536 42.873
H 7.320 46.743 41.686
O 22.340 42.960 39.622
H 22.915 42.270 39.092
H 21.750 42.399 39.950
O 9.157 47.871 44.106
H 9.501 47.369 44.861
H 8.650 48.693 44.508
O 12.419 40.858 43.924
H 12.030 41.340 44.651
H 11.805 40.945 43.153
O 9.882 43.951 38.835
H 9.967 44.926 38.776
H 9.404 43.762 38.047
O 11.094 43.071 45.669
H 11.060 44.032 45.825
H 11.552 42.675 46.498
O 19.415 44.172 44.511
H 18.845 43.395 44.468
H 20.157 43.783 45.059
O 20.533 41.073 41.158
H 20.181 41.167 41.992
H 21.345 40.393 41.265
O 14.376 42.540 44.177
H 14.750 41.933 44.962
H 13.614 41.914 44.257
O 13.468 48.848 40.144
H 12.666 48.818 40.519
H 13.430 49.857 40.104
O 14.138 43.118 39.902
H 13.886 43.811 39.383
H 14.585 42.630 39.299
O 21.808 46.505 44.397
H 20.960 46.663 43.825
H 22.085 45.645 44.979
O 6.940 44.222 43.166
H 7.397 44.347 43.976
H 6.186 44.739 43.036
O 10.925 41.263 41.669
H 10.904 41.221 40.606
H 10.098 41.678 41.906
O 10.827 48.795 41.698
H 10.566 49.687 42.093
H 10.516 48.025 42.128
O 15.213 45.049 45.220
H 15.848 44.994 45.803
H 15.379 44.239 44.988
O 20.559 47.798 42.345
H 21.537 47.601 41.829
H 19.929 47.701 41.632
O 7.747 46.105 40.187
H 7.568 45.116 40.016
H 8.223 46.407 39.419
*
```

frontier orbital gap = 9.38 eV

***

B) Below is 25 unconnected molecules or ions with the total composition C6H64NO26, with properties calculated with the ωB97M-V functional and the def2-TZVPD basis.

ORCA input file:
```
! RIJCOSX wB97M-V def2-TZVPD def2/J DEFGRID3
* xyz 1 1
C 3.186 -3.398 1.407
O 1.943 -2.889 0.869
C 1.933 -1.438 0.802
C 0.491 -1.121 0.472
N 0.389 0.196 -0.227
H 0.858 1.061 0.166
H 0.957 0.083 -0.989
C -0.959 0.783 -0.488
C -0.856 2.103 -1.183
O -2.233 2.457 -1.384
C -2.372 3.627 -2.152
H 3.388 -3.106 2.530
H 4.138 -2.913 0.991
H 3.269 -4.560 1.396
H 2.577 -1.042 0.017
H 2.296 -1.088 1.753
H -0.135 -1.355 1.293
H -0.049 -1.885 -0.208
H -1.505 0.817 0.407
H -1.381 0.158 -1.313
H -0.532 1.949 -2.093
H -0.114 2.858 -0.731
H -1.716 4.397 -1.809
H -3.329 3.893 -2.192
H -2.040 3.342 -3.058
O -4.944 1.739 1.158
H -5.439 2.477 1.439
H -3.952 1.863 1.349
O 5.169 -1.912 4.860
H 4.335 -2.206 5.195
H 5.666 -2.711 4.847
O 3.350 -6.405 0.853
H 2.550 -5.804 1.021
H 3.828 -5.849 0.148
O 0.895 -5.453 1.542
H 0.453 -6.312 1.338
H 0.656 -5.245 2.433
O -0.151 2.017 -5.661
H -0.565 2.901 -5.612
H -0.705 1.223 -5.505
O 1.458 -0.333 -2.661
H 1.410 -1.020 -3.249
H 1.709 0.313 -3.263
O 2.527 -4.397 4.888
H 2.651 -4.706 5.856
H 3.241 -5.111 4.316
O -3.961 5.351 -3.975
H -3.779 4.581 -4.609
H -4.535 5.934 -4.550
O -3.051 -0.787 1.501
H -3.470 -0.129 2.090
H -3.463 -0.848 0.636
O -0.980 -4.535 0.008
H -1.525 -4.084 0.485
H -0.320 -4.488 0.563
O 3.364 -4.760 -1.534
H 3.900 -4.147 -1.914
H 3.334 -5.387 -2.294
O -2.767 0.849 -4.700
H -3.165 0.175 -5.197
H -3.163 0.740 -3.719
O -6.170 2.827 -1.870
H -5.968 3.701 -2.272
H -6.433 2.761 -1.060
O -3.964 6.625 -1.365
H -3.931 5.893 -1.941
H -4.751 6.865 -0.826
O -0.799 -1.634 3.997
H -1.288 -2.323 3.339
H -1.538 -0.941 4.078
O 2.230 2.919 -1.761
H 1.855 3.720 -1.573
H 2.832 2.887 -1.112
O 0.734 -4.083 -2.282
H 1.565 -4.283 -1.702
H 0.113 -4.019 -1.573
O 6.565 -3.199 -0.677
H 6.597 -2.882 0.110
H 6.697 -4.173 -0.641
O 1.736 -1.826 4.901
H 2.031 -2.738 5.067
H 0.784 -1.896 4.403
O -4.033 0.931 -2.417
H -3.670 1.580 -1.754
H -4.853 1.365 -2.224
O -0.677 1.322 3.095
H 0.233 1.169 2.766
H -1.034 2.088 2.691
O 0.560 4.271 1.813
H 0.615 4.405 2.677
H 0.935 5.162 1.470
O 1.856 1.989 1.666
H 2.445 2.168 2.330
H 1.350 2.892 1.689
O -0.107 6.508 -0.393
H -0.895 6.394 0.226
H -0.387 7.091 -1.230
*
```

frontier orbital gap = 9.29 eV

***

Which structure is the least stable? The one labeled A).